1.
# C13H69ClO21P

21 unconnected molecules or ions with the total composition C13H69ClO21P at a distorted geometry (wB97M-V/def2-TZVPD, the OMol25 dataset).

Calculated values
Charge   -1
Frontier orbital gap   0.2090 Eh
Lowest unoccupied orbital energy   1.69 eV

Last column: Mulliken charge in e.
Element x y z (Å)
C 5.15 -0.39 -0.75  -1.232
C 4.47 0.97 -0.53  0.223
C 4.12 1.71 -1.83  -0.869
C 3.42 0.79 -2.85  -0.452
C 2.52 1.59 -3.82  -0.599
C 1.03 1.33 -3.52  -0.319
C 0.48 2.29 -2.46  0.008
C -1.06 2.27 -2.32  -1.137
C -1.55 1.82 -0.93  -0.961
P -1.23 -0.04 -0.61  1.564
C -0.89 -1.92 -0.21  -0.165
C -0.56 -2.74 -1.48  -1.147
C -1.80 0.24 1.27  -0.836
C -1.07 1.17 2.14  0.306
O -1.57 1.98 2.90  -0.718
Cl 0.72 1.16 2.16  -0.051
H 5.81 -0.58 0.09  0.427
H 4.43 -1.20 -0.78  0.246
H 5.76 -0.39 -1.66  0.310
H 3.54 0.84 0.04  -0.075
H 5.13 1.57 0.11  0.250
H 3.50 2.59 -1.62  0.329
H 5.05 2.07 -2.29  0.351
H 4.15 0.21 -3.40  0.410
H 2.80 0.09 -2.26  0.175
H 2.71 1.27 -4.85  0.106
H 2.76 2.65 -3.74  0.382
H 0.42 1.48 -4.42  0.441
H 0.93 0.30 -3.19  -0.199
H 0.90 2.07 -1.48  -0.122
H 0.84 3.30 -2.71  0.531
H -1.39 3.32 -2.42  0.404
H -1.54 1.70 -3.12  0.468
H -1.01 2.46 -0.22  0.102
H -2.63 1.99 -0.92  0.494
H -2.65 -0.39 -0.91  -0.279
H -0.91 -0.25 -2.01  -0.063
H 0.19 0.19 -0.32  -0.706
H 0.00 -1.89 0.44  0.284
H -1.74 -2.40 0.29  -0.321
H 0.16 -2.17 -2.07  0.187
H -1.49 -2.90 -2.01  0.262
H -0.14 -3.70 -1.18  0.446
H -1.80 -0.72 1.80  0.202
H -2.83 0.61 1.27  0.445
O 0.66 4.76 2.16  -0.605
H 1.00 5.01 3.02  0.267
H 0.16 3.94 2.33  0.304
O -1.07 5.40 -0.45  -0.604
H -1.95 5.09 -0.22  0.293
H -0.59 5.45 0.39  0.282
O 5.19 -1.24 2.17  -0.584
H 4.62 -2.02 2.15  0.271
H 4.64 -0.57 2.60  0.306
O -3.29 -4.30 -2.68  -0.589
H -4.19 -4.54 -2.41  0.288
H -3.02 -5.00 -3.28  0.277
O 2.00 -1.22 4.20  -0.561
H 1.29 -1.88 4.22  0.291
H 1.57 -0.40 4.47  0.268
O -6.12 -3.78 -1.15  -0.599
H -6.94 -4.20 -0.85  0.313
H -5.61 -3.65 -0.34  0.262
O -8.64 -4.21 -2.15  -0.700
H -9.37 -3.59 -2.17  0.324
H -7.97 -3.84 -2.74  0.363
O -4.26 -1.50 2.10  -0.609
H -4.60 -2.31 2.50  0.331
H -3.94 -0.98 2.85  0.310
O -2.62 4.59 4.22  -0.617
H -2.32 3.72 3.92  0.428
H -2.48 5.16 3.46  0.279
O 4.33 4.32 -4.80  -0.577
H 4.72 4.20 -5.68  0.298
H 4.02 5.23 -4.78  0.275
O -2.87 -3.85 3.56  -0.611
H -2.18 -4.51 3.60  0.291
H -2.43 -3.06 3.22  0.296
O 1.04 -3.97 5.05  -0.581
H 1.14 -4.93 4.98  0.285
H 1.08 -3.79 6.00  0.307
O 7.64 0.37 3.82  -0.630
H 7.82 -0.12 4.62  0.339
H 6.89 -0.09 3.41  0.285
O 5.40 3.49 1.79  -0.639
H 5.88 2.99 2.45  0.316
H 4.51 3.12 1.81  0.290
O 4.93 2.63 -7.13  -0.617
H 5.72 2.32 -7.59  0.298
H 4.34 1.87 -7.12  0.312
O -4.91 5.53 6.33  -0.639
H -5.27 6.31 5.88  0.297
H -4.16 5.27 5.78  0.346
O -5.96 -6.94 -1.08  -0.657
H -6.82 -6.89 -1.51  0.312
H -5.71 -6.02 -0.94  0.351
O 9.45 1.05 6.10  -0.655
H 9.85 0.99 5.22  0.327
H 9.13 1.95 6.14  0.322
O -10.27 -4.59 -4.97  -0.631
H -11.08 -5.01 -4.69  0.305
H -9.77 -4.46 -4.16  0.341
O -4.29 -3.93 1.02  -0.767
H -3.61 -4.60 1.06  0.293
H -3.83 -3.13 0.72  0.428

---

2.
# C13H6BrOS4V

A molecular structure, C13H6BrOS4V at a distorted geometry (wB97M-V/def2-TZVPD, the OMol25 dataset).

Calculated values
Charge   -1
2S+1   4
⟨S²⟩   3.771
Frontier orbital gap (spin up / spin down)   0.2269 / 0.2350 Eh
Lowest unoccupied orbital energy (spin up / spin down)   2.51 / 2.49 eV

Last column: natural (NBO) charge in e.
Element x y z (Å)
V 0.24 1.40 -0.04  0.788
O 4.98 6.38 -0.07  -0.608
C 4.14 5.52 -0.06  0.178
S 2.40 5.85 -0.06  0.308
C 1.85 4.17 -0.05  -0.384
C 2.81 3.23 -0.06  -0.418
S 2.51 1.52 -0.05  -0.263
S 4.48 3.79 -0.07  0.307
S 0.16 3.83 -0.04  -0.364
Br -2.30 1.35 -0.02  0.159
C -2.44 -0.57 0.01  -0.032
C -3.68 -1.14 0.03  -0.275
C -3.77 -2.55 0.06  -0.228
C -2.64 -3.31 0.06  -0.173
C -1.35 -2.71 0.04  -0.087
C -0.18 -3.49 0.04  -0.219
C 1.04 -2.87 0.02  -0.201
C 1.14 -1.47 0.00  -0.229
C 0.04 -0.62 -0.01  -0.446
C -1.23 -1.29 0.01  -0.049
H -4.57 -0.53 0.03  0.220
H -4.75 -3.01 0.07  0.207
H -2.71 -4.39 0.08  0.202
H -0.25 -4.57 0.06  0.197
H 1.95 -3.47 0.02  0.200
H 2.14 -1.05 -0.02  0.211

---

3.
# C13H70ClGaO22P

A molecular structure, C13H70ClGaO22P at a distorted geometry (wB97M-V/def2-TZVPD, the OMol25 dataset).

Calculated values
Charge   -1
Frontier orbital gap   0.2026 Eh
Lowest unoccupied orbital energy   0.96 eV

Last column: Mulliken charge in e.
Element x y z (Å)
C 2.69 -5.34 -1.39  -0.714
C 4.08 -4.57 -0.99  -0.384
C 4.54 -3.40 -2.08  -0.553
C 4.89 -2.01 -1.24  -0.456
C 3.61 -1.00 -1.40  0.268
C 2.93 -0.52 0.03  -0.152
C 1.96 0.78 -0.37  -0.270
C 0.62 0.90 0.57  -0.065
C -0.59 -0.13 0.19  0.400
Ga -1.31 0.06 -1.75  0.042
C -3.32 -0.57 -1.69  -0.375
O -3.55 -1.37 -0.47  -0.145
C -4.99 -1.81 -0.40  -0.577
C -5.20 -3.26 -1.20  -0.079
C -6.36 -4.14 -0.45  -0.731
P -0.13 -1.21 -3.34  0.337
O 0.78 -0.05 -4.33  -0.566
Cl -1.45 -2.13 -4.75  -0.409
H 2.89 -6.33 -2.00  0.220
H 2.04 -5.67 -0.45  0.218
H 2.02 -4.60 -1.99  0.163
H 3.86 -3.97 0.02  0.179
H 5.00 -5.30 -0.90  0.274
H 5.53 -3.77 -2.65  0.331
H 3.74 -3.23 -2.93  0.326
H 5.23 -2.21 -0.13  0.297
H 5.83 -1.53 -1.80  0.116
H 3.98 -0.03 -1.95  0.004
H 2.72 -1.52 -2.01  -0.198
H 3.79 -0.06 0.69  0.064
H 2.33 -1.38 0.56  0.108
H 2.58 1.80 -0.31  0.153
H 1.66 0.63 -1.49  -0.053
H 0.26 2.04 0.55  0.089
H 0.97 0.64 1.68  -0.204
H -1.50 0.15 0.91  -0.424
H -0.27 -1.24 0.42  0.227
H -1.27 1.65 -2.10  -0.314
H -3.47 -1.18 -2.70  0.110
H -4.07 0.33 -1.67  0.238
H -5.72 -1.04 -0.93  0.277
H -5.30 -2.03 0.73  0.224
H -5.44 -2.97 -2.31  0.274
H -4.18 -3.83 -1.06  0.072
H -5.97 -4.49 0.63  0.228
H -6.65 -5.15 -1.00  0.305
H -7.32 -3.48 -0.30  0.033
H 0.23 0.79 -4.25  0.298
O -3.03 0.46 3.09  -0.625
H -2.21 0.31 3.59  0.317
H -2.93 -0.12 2.32  0.275
O -0.27 2.53 2.95  -0.496
H -1.10 3.02 3.07  0.274
H 0.40 3.14 3.30  0.198
O -0.40 -1.35 3.47  -0.622
H 0.18 -2.10 3.27  0.304
H 0.15 -0.57 3.28  0.283
O 0.28 -7.16 -0.60  -0.581
H 0.60 -8.04 -0.83  0.296
H -0.05 -6.81 -1.44  0.278
O -1.47 5.19 3.34  -0.488
H -2.30 5.67 3.46  0.255
H -0.80 5.79 3.69  0.241
O 1.30 4.75 1.11  -0.654
H 1.77 3.94 1.36  0.327
H 0.46 4.69 1.60  0.319
O 0.40 7.31 4.91  -0.602
H 0.13 8.18 4.58  0.341
H 1.20 7.51 5.42  0.301
O -1.70 -4.93 -2.39  -0.638
H -1.97 -4.07 -2.73  0.263
H -0.90 -4.74 -1.88  0.332
O 0.41 10.04 3.39  -0.677
H 0.59 10.76 2.76  0.319
H 0.74 9.25 2.93  0.303
O -2.41 4.91 0.18  -0.618
H -2.28 4.67 1.11  0.315
H -1.68 5.50 -0.02  0.305
O 0.06 -7.21 2.64  -0.657
H 0.93 -7.63 2.59  0.303
H -0.16 -7.01 1.72  0.343
O -3.63 -0.16 -6.46  -0.615
H -3.21 -0.05 -7.33  0.298
H -3.13 -0.88 -6.05  0.298
O 6.06 1.33 -1.62  -0.572
H 6.93 0.91 -1.68  0.285
H 5.84 1.53 -2.54  0.268
O 6.40 -1.06 1.61  -0.614
H 6.13 -0.20 1.27  0.307
H 7.20 -0.87 2.12  0.286
O 6.71 2.68 -4.44  -0.675
H 6.89 3.40 -5.06  0.298
H 7.04 1.89 -4.89  0.339
O 9.63 1.88 -4.42  -0.620
H 8.80 2.37 -4.30  0.341
H 10.30 2.48 -4.07  0.330
O -1.27 12.32 4.51  -0.632
H -0.80 11.61 4.05  0.348
H -1.60 11.89 5.32  0.318
O -8.79 -5.70 0.55  -0.628
H -8.93 -4.88 1.06  0.301
H -8.45 -6.33 1.20  0.313
O -9.88 -2.63 0.32  -0.626
H -9.55 -1.72 0.41  0.313
H -10.66 -2.65 0.89  0.307
O -1.94 4.56 6.15  -0.612
H -1.35 3.81 5.95  0.312
H -1.39 5.33 5.97  0.295

---

4.
# C13H7Cl5NO3RuS

A molecular structure, C13H7Cl5NO3RuS at a distorted geometry (wB97M-V/def2-TZVPD, the OMol25 dataset).

Calculated values
Charge   +1
Frontier orbital gap   0.2284 Eh
Lowest unoccupied orbital energy   -5.34 eV

Last column: natural (NBO) charge in e.
Element x y z (Å)
Ru -0.20 -0.60 0.34  0.684
O 1.21 2.39 -0.29  -0.596
N 1.69 -1.08 0.11  -0.568
C 3.41 0.75 -0.73  -0.120
C 4.22 -0.29 -0.71  -0.211
C 4.32 -1.71 -0.32  -0.165
C 3.47 -2.60 0.21  -0.192
C 2.07 -2.24 0.47  0.119
S 0.67 -2.90 1.24  0.011
H 3.60 1.77 -1.04  0.277
H 5.17 0.07 -1.10  0.279
H 5.32 -2.09 -0.50  0.245
H 3.81 -3.60 0.44  0.257
Cl 1.68 0.70 -0.12  0.810
C -0.14 2.41 -0.06  0.327
C -1.03 1.30 0.13  -0.376
C -2.39 1.66 0.16  -0.046
Cl -3.60 0.43 0.26  0.044
C -2.86 2.96 0.14  -0.108
Cl -4.54 3.31 0.25  0.090
C -1.96 4.02 0.04  -0.049
Cl -2.51 5.64 0.02  0.109
C -0.61 3.74 -0.07  -0.136
Cl 0.52 5.02 -0.25  0.083
C -3.66 -3.16 0.34  -0.266
O -2.66 -2.34 1.03  -0.442
C -1.79 -1.76 0.31  0.769
O -1.52 -1.78 -0.89  -0.486
H -3.91 -3.95 1.03  0.227
H -3.25 -3.55 -0.59  0.213
H -4.52 -2.52 0.15  0.216

---

5.
# C13H8ClF5O8P2Ti

A molecular structure, C13H8ClF5O8P2Ti at a distorted geometry (wB97M-V/def2-TZVPD, the OMol25 dataset).

Calculated values
Frontier orbital gap   0.3135 Eh
Lowest unoccupied orbital energy   -0.50 eV

Last column: natural (NBO) charge in e.
Element x y z (Å)
Ti -0.17 -0.15 1.18  1.585
O -0.39 -2.85 3.98  -0.987
P 0.14 -1.36 3.86  2.553
O 0.26 -0.66 5.13  -1.058
O -0.73 -0.73 2.74  -0.968
O 1.60 -1.63 3.14  -1.074
P 2.17 -0.51 2.13  2.523
O 3.71 -0.82 2.07  -0.960
O 1.78 0.85 2.51  -1.033
O 1.48 -0.85 0.78  -1.005
H -0.46 -3.09 4.92  0.525
H 3.92 -1.76 2.11  0.525
Cl -0.37 -3.01 0.81  0.069
C -0.58 -2.56 -0.86  -0.036
C -0.01 -3.31 -1.87  -0.221
C -0.19 -2.90 -3.18  -0.206
C -0.92 -1.76 -3.47  -0.217
C -1.47 -1.01 -2.44  -0.138
C -1.32 -1.40 -1.11  -0.082
C -1.87 -0.62 0.04  -0.737
H 0.57 -4.19 -1.63  0.230
H 0.25 -3.48 -3.98  0.221
H -1.06 -1.44 -4.49  0.220
H -2.03 -0.11 -2.66  0.207
H -2.52 -1.24 0.66  0.250
H -2.43 0.25 -0.31  0.232
F 0.66 5.09 -2.86  -0.280
C 0.37 4.24 -1.88  0.266
C -0.19 4.71 -0.70  0.280
F -0.44 6.01 -0.56  -0.279
C -0.51 3.84 0.33  0.305
F -1.06 4.31 1.45  -0.279
C -0.27 2.47 0.22  0.196
O -0.60 1.58 1.14  -0.623
C 0.31 2.05 -0.98  0.288
F 0.57 0.72 -1.07  -0.288
C 0.63 2.89 -2.02  0.277
F 1.18 2.41 -3.13  -0.280